Entry 1:
A structure of composition C27H26LiNO2P2. Source: the Open Molecules 2025 dataset; level of theory: wB97M-V/def2-TZVPD.

Each line ends with the Löwdin charge.
CARTESIAN COORDINATES (ANGSTROEM)
Li (-6.0216, -3.1847, 0.2112)  0.750
N (-7.7914, -2.8836, 1.1862)  -0.096
C (-7.7184, -1.3863, 1.1735)  -0.171
C (-6.4797, -0.7042, 0.4030)  -0.672
O (-6.5629, 0.4926, 0.0406)  -0.017
O (-5.4703, -1.4636, 0.2052)  -0.183
H (-8.6490, -3.2874, 0.7425)  0.094
H (-7.7610, -3.2913, 2.1288)  0.078
H (-7.7020, -0.9787, 2.2079)  0.118
H (-8.6140, -0.9501, 0.6499)  0.121
C (1.3069, -1.2887, 0.3648)  -0.473
P (-0.5317, -1.2146, -0.1931)  1.027
C (-0.3345, -0.3759, -1.7871)  -0.461
C (0.1287, -1.1490, -2.8688)  -0.142
C (0.1019, -0.5745, -4.1430)  -0.099
C (-0.2491, 0.7553, -4.3260)  -0.107
C (-0.5991, 1.5723, -3.2455)  -0.092
C (-0.5836, 1.0030, -1.9956)  -0.113
C (-1.2626, 0.1143, 0.8683)  -0.416
C (-2.6608, 0.2423, 0.7907)  -0.091
C (-3.3167, 1.1889, 1.6121)  -0.054
C (-2.5822, 1.9200, 2.5624)  -0.093
C (-1.2073, 1.8201, 2.5767)  -0.091
C (-0.5438, 0.9280, 1.7143)  -0.106
P (2.5134, -0.3294, -0.7120)  1.053
C (2.7614, 1.1657, 0.3253)  -0.412
C (2.2298, 2.3802, -0.2053)  -0.103
C (2.0833, 3.4977, 0.6046)  -0.084
C (2.5953, 3.4414, 1.9069)  -0.106
C (3.3288, 2.3695, 2.3686)  -0.089
C (3.4131, 1.2415, 1.5548)  -0.112
C (4.1465, -1.1857, -0.5528)  -0.391
C (5.2907, -0.3817, -0.6700)  -0.105
C (6.5611, -0.9951, -0.7874)  -0.079
C (6.6424, -2.3946, -0.7587)  -0.109
C (5.5034, -3.2030, -0.6465)  -0.090
C (4.2555, -2.5775, -0.6012)  -0.115
H (1.7015, -2.3021, 0.3711)  0.009
H (1.3263, -0.8946, 1.3685)  0.015
H (0.4785, -2.1529, -2.6681)  0.093
H (0.2813, -1.1734, -5.0471)  0.104
H (-0.2112, 1.2729, -5.3246)  0.115
H (-0.8914, 2.6233, -3.4467)  0.115
H (-0.8113, 1.5711, -1.1222)  0.087
H (-3.3070, -0.3897, 0.1570)  0.089
H (-4.3893, 1.3051, 1.5421)  0.091
H (-3.0645, 2.6524, 3.1978)  0.098
H (-0.5933, 2.4363, 3.2409)  0.102
H (0.5646, 0.9229, 1.7145)  0.082
H (1.8013, 2.4408, -1.2093)  0.093
H (1.6605, 4.4058, 0.1772)  0.106
H (2.2861, 4.2573, 2.5719)  0.106
H (3.8032, 2.3829, 3.3534)  0.108
H (3.9507, 0.3854, 1.9841)  0.118
H (5.1400, 0.7073, -0.5379)  0.102
H (7.4914, -0.4172, -0.9315)  0.106
H (7.6162, -2.9052, -0.7592)  0.101
H (5.5983, -4.2877, -0.6602)  0.101
H (3.3474, -3.1738, -0.6768)  0.090

Output
HOMO level (eV): -7.596
E (eV): -52789.1635
LUMO level (eV): -0.62
Gap between HOMO and LUMO (hartree): 0.256

Entry 2:
A structure of composition C27H26N2NiOP2S2. Source: the Open Molecules 2025 dataset; level of theory: wB97M-V/def2-TZVPD.

Each line ends with the Löwdin spin population.
CARTESIAN COORDINATES (ANGSTROEM)
Ni (1.5585, -0.5862, -1.4161)  0.795
S (1.4591, 0.5784, -3.6190)  0.463
P (-0.7848, -0.9177, -2.2164)  0.103
C (0.3617, 0.4813, -2.4238)  0.509
P (2.3126, 1.0320, -0.0791)  0.021
S (4.1427, 1.4471, -0.7020)  -0.010
C (2.2748, 0.3722, 1.6373)  0.008
C (3.4124, 0.3741, 2.4367)  0.003
C (3.3629, -0.1426, 3.7294)  0.000
C (2.1751, -0.6582, 4.2364)  0.002
C (1.0311, -0.6612, 3.4456)  0.000
C (1.0867, -0.1576, 2.1504)  0.004
C (1.3222, 2.5722, 0.0443)  0.010
C (0.6668, 2.9859, 1.2013)  0.002
C (-0.0756, 4.1638, 1.2129)  0.002
C (-0.1785, 4.9335, 0.0642)  0.002
C (0.4834, 4.5348, -1.0943)  0.001
C (1.2376, 3.3705, -1.1010)  0.007
C (-2.1482, -0.5011, -3.3874)  0.005
C (-2.3812, 0.7949, -3.8452)  0.003
C (-3.4776, 1.0564, -4.6561)  0.000
C (-4.3477, 0.0321, -5.0141)  0.000
C (-4.1158, -1.2597, -4.5656)  0.000
C (-3.0154, -1.5256, -3.7600)  0.004
C (-1.6216, -0.5357, -0.6264)  0.010
C (-2.1059, -1.6054, 0.1289)  0.004
C (-2.7606, -1.3841, 1.3380)  0.000
C (-2.9394, -0.0845, 1.7957)  0.001
C (-2.4720, 0.9863, 1.0417)  0.001
C (-1.8163, 0.7644, -0.1629)  0.009
H (4.3326, 0.7773, 2.0272)  0.000
H (4.2548, -0.1338, 4.3466)  0.000
H (2.1376, -1.0483, 5.2482)  0.000
H (0.0958, -1.0488, 3.8381)  0.000
H (0.1896, -0.1537, 1.5374)  0.001
H (0.7346, 2.3970, 2.1068)  0.000
H (-0.5694, 4.4814, 2.1261)  0.000
H (-0.7574, 5.8491, 0.0735)  0.000
H (0.4239, 5.1425, -1.9914)  0.000
H (1.7743, 3.0747, -1.9946)  0.002
H (-1.7072, 1.5975, -3.5675)  0.003
H (-3.6543, 2.0651, -5.0093)  0.000
H (-5.2031, 0.2415, -5.6463)  0.000
H (-4.7851, -2.0621, -4.8500)  0.000
H (-2.8272, -2.5392, -3.4215)  0.002
H (-1.9789, -2.6220, -0.2360)  0.002
H (-3.1355, -2.2222, 1.9150)  0.000
H (-3.4473, 0.0945, 2.7364)  0.000
H (-2.6084, 2.0021, 1.3945)  0.000
H (-1.4424, 1.6023, -0.7418)  0.006
C (2.9265, -4.0931, 2.3657)  0.000
N (3.1774, -3.2782, 1.1937)  0.003
C (2.2333, -2.8462, 0.3477)  0.003
N (0.9723, -3.2918, 0.5364)  0.001
O (2.5636, -2.0894, -0.5983)  0.016
H (3.8788, -4.3610, 2.8130)  0.000
H (2.4191, -5.0203, 2.0941)  0.000
H (2.3358, -3.5572, 3.1123)  0.000
H (4.0760, -2.8473, 1.0613)  0.000
H (0.6950, -3.6897, 1.4157)  0.000
H (0.2480, -2.8807, -0.0269)  0.002

Output
HOMO level (spin up / spin down) (eV): -6.626 / -7.235
Spin multiplicity: 3
E (eV): -114739.9360
LUMO level (spin up / spin down) (eV): -0.43 / -0.51
Gap between HOMO and LUMO (spin up / spin down) (hartree): 0.228 / 0.247

Entry 3:
A structure of composition C27H27AsF3Ge2NO6PtS2. Source: the Open Molecules 2025 dataset; level of theory: wB97M-V/def2-TZVPD.

Each line ends with the Löwdin spin population.
CARTESIAN COORDINATES (ANGSTROEM)
Pt (0.7673, -0.4801, -1.8947)  1.554
F (-0.8354, -5.9878, -4.1401)  0.001
C (0.3418, -5.5315, -3.6440)  0.004
F (1.1000, -6.6338, -3.4503)  0.000
F (0.9187, -4.8335, -4.6184)  0.011
C (0.1373, -4.7796, -2.3659)  0.008
C (-0.1602, -5.5320, -1.2366)  -0.002
C (-0.4118, -4.9104, -0.0291)  0.009
C (-0.3772, -3.5243, -0.0039)  0.008
N (-0.0994, -2.7973, -1.0718)  0.112
C (0.1868, -3.3824, -2.2468)  0.038
S (0.6335, -2.2146, -3.4564)  0.270
H (-0.1863, -6.6110, -1.3133)  0.000
H (-0.6349, -5.4763, 0.8629)  0.001
H (-0.6083, -2.9696, 0.8983)  0.001
O (3.0278, 3.5945, -2.4367)  0.010
As (3.0742, 1.8487, -2.0726)  0.011
O (4.2051, 1.2001, -3.0195)  0.001
O (1.4373, 1.4544, -2.3171)  0.245
C (3.3059, 1.9761, -0.1419)  0.000
C (3.3279, 3.2569, 0.4063)  0.000
C (3.4147, 3.4456, 1.7775)  0.000
C (3.4614, 2.3490, 2.6233)  0.000
C (3.4253, 1.0730, 2.0876)  0.000
C (3.3637, 0.8871, 0.7152)  0.001
S (3.4000, -0.8075, 0.1368)  0.012
O (2.5857, -1.5641, 1.0619)  0.001
O (4.7774, -1.1937, 0.0264)  0.021
O (2.7754, -0.7123, -1.2243)  0.142
H (3.3859, 3.7031, -3.3237)  0.000
H (3.2745, 4.1150, -0.2480)  0.000
H (3.4340, 4.4523, 2.1764)  0.000
H (3.5058, 2.4798, 3.6961)  0.000
H (3.4268, 0.2020, 2.7299)  0.000
C (-3.1527, 3.1551, 0.3657)  0.022
Ge (-1.6581, 2.6208, -0.8261)  0.045
C (-0.3970, 4.1197, -0.9637)  0.002
C (-2.4253, 2.2605, -2.6012)  0.003
Ge (-0.7694, 0.5195, 0.0039)  0.278
C (-0.1367, 0.6947, 1.8584)  0.048
C (-0.1618, 1.9553, 2.4584)  0.016
C (0.2022, 2.1306, 3.7858)  0.001
C (0.6208, 1.0416, 4.5356)  0.010
C (0.6776, -0.2145, 3.9465)  -0.001
C (0.3014, -0.3831, 2.6227)  0.011
C (-2.3346, -0.6740, 0.0833)  0.045
C (-2.8311, -1.2717, -1.0727)  0.018
C (-3.9365, -2.1077, -1.0288)  -0.001
C (-4.5662, -2.3676, 0.1815)  0.009
C (-4.0856, -1.7794, 1.3426)  0.000
C (-2.9807, -0.9399, 1.2899)  0.014
H (-3.7385, 3.9470, -0.1051)  0.003
H (-2.7892, 3.5234, 1.3247)  0.000
H (-3.8117, 2.3069, 0.5524)  0.000
H (-0.9146, 4.9712, -1.4125)  0.001
H (0.4504, 3.8560, -1.5922)  0.000
H (-0.0264, 4.4269, 0.0153)  0.000
H (-2.7973, 3.1896, -3.0371)  0.000
H (-3.2534, 1.5543, -2.5310)  0.000
H (-1.6666, 1.8489, -3.2664)  0.002
H (-0.4676, 2.8228, 1.8845)  0.002
H (0.1707, 3.1199, 4.2268)  0.000
H (0.9141, 1.1716, 5.5707)  0.001
H (1.0299, -1.0660, 4.5157)  0.000
H (0.3900, -1.3628, 2.1740)  0.001
H (-2.3330, -1.1042, -2.0236)  0.009
H (-4.2985, -2.5678, -1.9403)  0.000
H (-5.4240, -3.0278, 0.2191)  0.001
H (-4.5683, -1.9747, 2.2928)  0.000
H (-2.6129, -0.4909, 2.2066)  0.001

Output
Total charge: -1
HOMO level (spin up / spin down) (eV): -4.467 / -5.783
Spin multiplicity: 4
E (eV): -249154.1309
LUMO level (spin up / spin down) (eV): 2.47 / 0.84
Gap between HOMO and LUMO (spin up / spin down) (hartree): 0.255 / 0.243

Entry 4:
A structure of composition C27H27AsNO6S2SeV. Source: the Open Molecules 2025 dataset; level of theory: wB97M-V/def2-TZVPD.

Each line ends with the Löwdin spin population.
CARTESIAN COORDINATES (ANGSTROEM)
V (-0.3873, -0.3015, -0.5183)  1.945
O (1.5402, -0.1875, 0.9240)  0.002
As (0.3587, 0.5200, 2.0859)  0.007
O (0.6616, 0.2352, 3.6456)  0.003
O (-0.9948, -0.2074, 1.3295)  0.028
C (0.6620, 2.3843, 1.6126)  0.000
C (1.0745, 3.1047, 2.7228)  0.000
C (1.5362, 4.4142, 2.6016)  0.000
C (1.6059, 5.0046, 1.3593)  0.000
C (1.1889, 4.2995, 0.2326)  0.000
C (0.7246, 3.0034, 0.3489)  0.001
S (0.0334, 2.3060, -1.1403)  0.004
O (0.1230, 3.2774, -2.1793)  0.000
O (-1.2932, 1.8190, -0.7233)  0.008
O (0.7886, 1.0326, -1.4468)  0.014
H (1.9208, -0.9766, 1.3493)  0.000
H (1.0490, 2.6212, 3.6915)  0.000
H (1.8514, 4.9548, 3.4842)  0.000
H (1.9715, 6.0169, 1.2494)  0.000
H (1.2122, 4.7617, -0.7439)  0.000
C (4.9029, -4.4125, 2.7216)  0.000
C (3.8115, -3.9006, 1.8221)  -0.002
C (4.0799, -3.4764, 0.5302)  0.001
C (3.0725, -3.0316, -0.3235)  -0.002
C (3.4483, -2.5614, -1.7024)  -0.001
C (1.7483, -3.0320, 0.1307)  0.006
Se (0.3301, -2.5688, -1.0795)  -0.029
C (1.4510, -3.4407, 1.4400)  -0.002
C (0.0445, -3.4899, 1.9699)  0.000
C (2.4934, -3.8586, 2.2610)  0.001
H (5.8880, -4.2293, 2.2933)  0.000
H (4.8028, -5.4884, 2.8794)  0.000
H (4.8655, -3.9355, 3.7022)  0.000
H (5.1040, -3.4777, 0.1716)  0.000
H (4.5118, -2.3264, -1.7446)  0.000
H (2.8808, -1.6780, -1.9918)  0.000
H (3.2410, -3.3289, -2.4525)  0.000
H (-0.5235, -2.5815, 1.7584)  0.000
H (0.0515, -3.6505, 3.0472)  0.000
H (-0.5087, -4.3090, 1.5015)  0.000
H (2.2615, -4.1673, 3.2751)  0.000
N (-2.1904, -0.7595, -1.3894)  0.010
S (-2.3451, -1.5093, -2.7900)  0.004
C (-3.7974, -2.5299, -2.6674)  -0.001
C (-3.5759, -3.8708, -2.3911)  0.000
C (-4.6678, -4.7075, -2.2062)  0.000
C (-5.9538, -4.1970, -2.2948)  0.000
C (-6.1620, -2.8489, -2.5654)  0.000
C (-5.0807, -2.0054, -2.7551)  0.000
C (-2.8685, -0.3105, -4.0079)  0.002
C (-2.9125, 1.0328, -3.6802)  0.000
C (-3.2456, 1.9525, -4.6688)  0.000
C (-3.5140, 1.5245, -5.9581)  0.000
C (-3.4497, 0.1712, -6.2753)  0.000
C (-3.1187, -0.7539, -5.3021)  0.000
H (-3.0069, -0.2086, -1.1372)  0.003
H (-2.5632, -4.2467, -2.3042)  0.000
H (-4.5116, -5.7561, -1.9918)  0.000
H (-6.8033, -4.8519, -2.1515)  0.000
H (-7.1684, -2.4574, -2.6309)  0.000
H (-5.2336, -0.9563, -2.9773)  0.000
H (-2.6562, 1.3668, -2.6826)  0.000
H (-3.2775, 3.0055, -4.4235)  0.000
H (-3.7621, 2.2456, -6.7256)  0.000
H (-3.6459, -0.1607, -7.2862)  0.000
H (-3.0645, -1.8088, -5.5445)  0.000

Output
HOMO level (spin up / spin down) (eV): -7.772 / -7.898
Spin multiplicity: 3
E (eV): -215757.0677
LUMO level (spin up / spin down) (eV): 0.08 / 0.11
Gap between HOMO and LUMO (spin up / spin down) (hartree): 0.289 / 0.294

Asked for max |F| across the records above, the calculation gives 2.59, 1.04, 0.69, 0.78 eV/A in order.
Asked for ΔE to the lowest compared entry with this formula, charge and spin across the records above, the calculation gives 0.00, 54.88, 19.43, 0.00 kcal/mol in order.